# 1
{
  "formula": "C53H53N3O13P",
  "method": "wB97M-V/def2-TZVPD",
  "symbols": ["H", "H", "H", "H", "H", "H", "C", "C", "C", "H", "C", "O", "N", "C", "C", "P", "H", "O", "O", "C", "H", "C", "C", "H", "H", "H", "C", "H", "H", "H", "C", "C", "H", "H", "C", "C", "H", "C", "C", "O", "H", "H", "H", "C", "H", "C", "C", "C", "H", "C", "C", "O", "C", "O", "C", "H", "C", "C", "C", "O", "H", "H", "C", "C", "C", "C", "H", "H", "H", "H", "C", "N", "N", "H", "H", "C", "C", "O", "C", "H", "C", "C", "H", "C", "O", "C", "C", "H", "H", "O", "H", "C", "H", "C", "H", "H", "H", "C", "C", "H", "H", "C", "H", "O", "C", "C", "C", "H", "C", "C", "C", "H", "H", "C", "H", "O", "H", "H", "C", "H", "O", "H", "H"],
  "xyz": [[-2.3188, 2.5613, -5.3981], [3.0477, 7.9146, -5.3844], [0.8652, 8.3015, -6.9921], [-1.5678, 0.3634, 4.5458], [2.9611, -6.6932, -3.3420], [-0.4911, 2.5955, 1.5205], [-1.3409, 3.1200, -5.1262], [-2.4995, -3.0969, 6.5829], [-0.0748, 6.1742, -6.7079], [3.0782, -1.5307, 4.6528], [3.6615, -6.1797, -2.6948], [-3.9850, 3.3178, 8.0487], [0.4488, -0.1234, -4.9274], [-4.3113, 1.8254, -3.3333], [-1.0647, 1.0796, -3.5974], [-1.6221, 2.1559, -2.1345], [-0.3796, -0.6321, -5.2914], [-0.6186, -0.3414, 6.8542], [0.4615, 3.5502, 10.9285], [1.2467, -1.3172, -0.6109], [-3.5638, -6.3097, 4.5676], [-1.9061, 2.3486, 8.5722], [-0.1440, -1.6536, -1.3739], [-5.4122, 1.6824, -3.0061], [-0.9066, 3.8092, 0.1175], [4.8071, -7.8846, -2.1725], [5.5961, -6.0963, -1.1899], [-4.3083, -3.3310, 7.6624], [1.6292, 3.6001, -4.6501], [-0.9805, 6.3569, -7.3816], [4.4123, -4.0012, -1.6582], [8.5915, -2.0437, -1.4589], [2.0462, -2.0903, -0.9170], [3.3628, 5.4909, -4.2307], [-0.9486, 1.5562, -0.4716], [-2.9641, 3.3719, 8.7097], [-3.5193, 5.2045, 9.7688], [7.8307, -1.9552, -2.7235], [-0.0803, -1.4409, -2.9601], [-0.5654, -3.0696, 5.2405], [-5.9026, -0.4170, -2.1749], [-2.1567, -2.2111, 7.1034], [10.6010, -1.9606, -0.5997], [1.3986, 4.6040, -5.1575], [-3.9566, 0.7978, -3.6904], [0.1316, 4.7719, -6.0277], [-3.2213, -5.4239, 5.0882], [3.4673, -4.7231, -2.5362], [7.9052, -1.6826, -4.8238], [-2.7351, 4.4628, 9.6808], [-6.7797, 0.1765, -0.2620], [6.4987, -6.6783, -0.6207], [10.6761, -1.6879, -2.7002], [2.5618, -4.1398, -3.1073], [-2.0686, -4.8239, 4.7890], [-1.4126, -5.1897, 4.0089], [9.9155, -1.5993, -3.9647], [-1.6171, 4.5199, 10.4059], [4.6507, -6.8182, -2.0683], [2.1291, -0.8260, 2.3434], [-1.8579, 0.5206, -4.2270], [-0.0043, 1.6636, 9.2087], [-9.2523, -0.7311, -1.3985], [2.4524, 5.7396, -4.8924], [-8.0439, 0.2442, 0.5001], [10.0600, -1.8937, -1.5352], [-7.9836, 0.6521, 1.5015], [1.7889, -1.3068, 6.7692], [-1.4330, 5.3109, 11.1221], [-1.6578, 3.9552, -4.3922], [0.9970, 7.2967, -6.4724], [-0.4186, 2.1130, -4.5233], [1.0460, 1.5297, -6.5527], [2.0383, 1.8070, -6.5380], [0.5952, 1.5458, -7.4875], [1.4986, -0.7143, 3.3805], [-6.8383, -0.3757, -1.6317], [8.0299, -2.2336, -0.3954], [2.0735, -1.1279, 4.6770], [6.7559, -2.0665, -2.6500], [-3.4988, 2.4174, -2.0795], [-4.1010, -4.9050, 6.1574], [-1.6702, 0.7372, -0.0968], [0.0126, -0.4539, 5.8190], [10.4757, -1.4096, -5.0272], [8.4465, -1.7494, -3.8882], [-7.9869, -0.7986, -2.1607], [0.1427, 1.2306, -0.4974], [-10.1288, -0.1371, 0.5159], [-0.8510, 3.7722, -6.3114], [-3.6693, 3.5462, -1.9498], [-1.6207, -3.6162, 5.5139], [11.7508, -1.5766, -2.7736], [-0.7883, 2.4056, 9.2971], [0.8268, -2.0594, -3.3324], [-4.3498, 2.6116, -4.1768], [-3.9370, 1.9303, -1.1242], [-0.5589, 3.4963, 10.2683], [0.3574, 1.2704, -5.4118], [1.0499, 0.6554, -3.0009], [6.1022, -4.1246, -0.3840], [0.1280, -0.1601, 3.3882], [-2.2244, 2.8309, 0.9632], [-10.3001, -1.1144, -1.8804], [-1.1324, 2.7899, 0.5810], [1.3828, -1.0077, 5.8109], [0.1642, 0.0678, -3.4411], [1.6412, -0.2683, -0.8256], [5.4018, -4.6390, -1.0314], [-3.6526, -3.6970, 6.8823], [-0.5627, -0.0398, 4.5217], [-1.0552, -1.1448, -0.9107], [-8.0467, -1.2063, -3.1624], [-9.1936, -0.1786, -0.0281], [1.0704, -1.4676, 0.5154], [-5.7279, 0.5606, 0.2196], [-0.2783, 0.1390, 2.4293], [4.2559, -2.9345, -1.5540], [2.2534, 7.1171, -5.5677], [-0.9861, -1.8764, -3.5296], [-5.1531, -5.4504, 6.4293], [-0.3031, -2.7903, -1.2105], [-2.0897, 1.5572, 7.8561]],
  "forces_ev_per_a": [[1.71, 0.75, 0.16], [-1.52, -1.09, -0.50], [0.07, -1.63, 0.80], [-0.01, -0.01, 0.04], [-0.01, 0.04, 0.00], [-0.85, 0.42, -1.62], [-1.66, 1.84, -0.29], [-0.21, 0.05, 0.20], [3.23, -0.64, 2.20], [-0.02, 0.00, -0.04], [0.13, -0.25, 0.05], [0.26, 0.02, 0.14], [0.15, 3.75, 1.07], [-0.94, 0.69, 0.33], [-0.11, -0.67, 0.77], [0.84, 1.29, 0.27], [0.69, 0.12, -0.28], [0.12, 0.13, -0.23], [-0.28, -0.01, -0.19], [-0.70, -0.74, -0.06], [-0.03, 0.01, 0.04], [0.24, -0.15, 0.03], [0.26, -1.04, -0.18], [1.79, 0.30, -0.55], [-0.04, -1.47, 0.66], [0.03, 0.02, 0.02], [0.39, -0.29, 0.24], [-0.01, -0.04, -0.01], [-0.55, 1.78, -0.84], [1.55, -0.29, 1.15], [0.21, -0.03, 0.13], [-0.13, -0.07, 0.40], [-1.26, 1.28, 0.30], [-1.73, 0.53, -1.23], [-1.53, -0.01, 1.23], [-0.35, -0.02, -0.21], [-0.01, -0.03, -0.03], [-0.01, 0.04, -0.33], [0.76, 0.09, 0.68], [-0.27, -0.21, -0.07], [0.01, -0.04, 0.05], [0.03, -0.01, -0.02], [-0.05, -0.01, 0.01], [-0.13, 1.95, -0.81], [-0.33, 1.59, 0.45], [2.73, 4.13, 0.07], [0.30, 0.00, -0.23], [-0.21, 0.15, -0.13], [0.05, 0.00, -0.02], [0.17, 0.17, 0.23], [0.26, 0.11, 0.22], [-0.29, 0.19, -0.19], [0.01, -0.04, 0.35], [0.12, -0.04, 0.12], [-0.15, -0.22, -0.09], [0.02, 0.02, 0.02], [0.33, 0.08, -0.44], [-0.31, 0.15, -0.07], [-0.28, -0.05, -0.23], [-0.14, 0.10, 0.35], [0.87, 0.93, 1.08], [-0.01, 0.01, 0.02], [-0.56, -0.16, -0.15], [-3.20, 0.55, -2.53], [-0.28, -0.04, 0.04], [0.27, 0.05, -0.15], [0.04, 0.00, -0.02], [-0.06, 0.00, 0.00], [0.04, -0.03, 0.00], [0.96, -1.66, -0.65], [0.36, -2.76, 1.34], [1.39, -4.21, -4.02], [-0.14, 0.86, -1.17], [-0.87, -0.51, 0.19], [0.26, 0.49, 1.29], [0.29, -0.12, -0.16], [-0.18, -0.14, -0.22], [0.05, 0.02, -0.28], [-0.02, 0.04, 0.31], [0.02, -0.01, 0.03], [-1.06, -1.02, 0.75], [-0.48, -0.22, 0.18], [1.58, 0.90, -0.39], [-0.10, -0.11, 0.42], [-0.21, -0.05, 0.30], [-0.35, -0.05, 0.16], [0.39, 0.05, -0.10], [-1.64, 0.33, -0.23], [-0.01, -0.02, -0.04], [1.26, 0.11, 1.78], [0.31, -1.72, -0.42], [0.18, 0.09, 0.01], [-0.03, 0.00, -0.04], [-0.16, -0.16, -0.24], [-1.36, 1.15, 0.53], [0.23, -1.50, 1.09], [0.79, 0.65, -1.44], [0.42, 0.01, 0.27], [-1.46, -0.80, 1.99], [-1.25, -1.27, -0.39], [0.03, 0.00, -0.01], [-0.25, 0.10, 0.17], [1.71, -0.12, -0.76], [0.37, 0.12, 0.12], [-0.52, -0.34, 0.28], [0.32, 0.02, -0.18], [-0.89, -0.70, -0.76], [-0.52, -1.40, 0.41], [-0.10, 0.36, 0.02], [0.22, 0.24, 0.03], [-0.03, 0.08, -0.36], [1.38, -0.51, -0.63], [-0.05, -0.01, 0.02], [0.18, 0.14, 0.28], [0.42, 0.52, -1.85], [-0.15, -0.04, -0.19], [0.01, -0.02, -0.02], [-0.01, 0.00, 0.01], [-2.36, -3.65, -0.21], [1.12, 0.82, 1.05], [0.32, 0.16, -0.11], [0.13, 1.83, -0.29], [0.02, -0.01, 0.01]],
  "total_energy_ha": -3534.38125,
  "molar_mass_g_mol": 970.99,
  "gap_ev": 6.21,
  "total_charge": 1,
  "e_lumo_ev": -4.5
}


# 2
{
  "formula": "C53H54BrCsGe2N3O4Sb",
  "method": "wB97M-V/def2-TZVPD",
  "symbols": ["H", "Sb", "C", "C", "C", "H", "H", "C", "H", "C", "H", "C", "H", "H", "Ge", "C", "H", "C", "H", "C", "C", "H", "C", "C", "O", "C", "H", "C", "C", "H", "C", "C", "H", "C", "C", "C", "C", "H", "H", "C", "H", "H", "C", "C", "H", "C", "H", "C", "C", "C", "C", "H", "C", "H", "H", "O", "C", "N", "C", "H", "H", "H", "H", "H", "H", "H", "H", "C", "O", "C", "H", "H", "Cs", "C", "N", "H", "H", "H", "C", "C", "C", "C", "H", "H", "H", "H", "C", "H", "H", "H", "C", "O", "C", "C", "Br", "H", "H", "N", "C", "C", "H", "C", "H", "C", "H", "C", "H", "C", "C", "H", "H", "C", "C", "H", "H", "H", "Ge", "H", "C"],
  "xyz": [[1.7266, 3.4204, 3.1697], [-1.4663, -1.2634, 1.8259], [4.1876, 7.2371, 1.1218], [-1.1160, 3.4450, -0.6485], [-3.2012, 1.0135, 2.8363], [3.8210, 1.0466, -4.5649], [3.4964, -0.5057, -1.1282], [-0.7155, -3.4258, 3.9826], [-3.8441, -5.9533, 1.2577], [2.5479, 2.7431, 2.9219], [-2.1849, 3.5311, -0.4385], [1.8409, 7.1915, 1.6220], [4.4199, 0.0862, -2.4951], [3.3693, 3.3682, 2.5667], [2.7209, 1.8063, -1.7791], [-3.1550, 0.5139, 5.5519], [4.7746, 1.1236, 0.3915], [3.0694, 7.8353, 1.6895], [2.0551, -4.0863, 5.8181], [0.9551, -4.0081, 0.0023], [-5.4021, -2.9592, 1.0132], [-0.7718, 1.8619, 0.8172], [4.0744, 6.0084, 0.4876], [4.0160, 0.3736, -1.5206], [2.3336, -7.8078, 0.7629], [5.1475, 0.7921, -0.5786], [-1.9203, -4.9140, -1.6157], [-2.8379, 1.0693, -2.8873], [-3.8804, 1.5930, 5.0649], [2.4057, -5.4155, 0.7741], [2.8485, 5.3519, 0.4081], [-0.2556, -2.3531, 3.2187], [0.9629, 7.6459, 2.0633], [-3.9866, -4.8796, 1.2645], [-0.5214, -1.6123, -6.1684], [3.4203, 3.5956, -1.3222], [1.6009, -1.8464, -4.5002], [1.4489, -1.0801, 2.8477], [4.9526, 5.5389, 0.0597], [-4.3182, -2.1339, 1.2812], [2.9521, 0.9906, 1.6982], [-1.9342, -4.5025, 1.7008], [0.5399, -2.4228, -6.5514], [2.0645, 1.9192, -3.5946], [-0.9537, -7.1659, -1.1813], [-0.3178, -3.8349, -0.6542], [-4.4491, 2.6959, 3.3101], [-2.9028, -4.0486, 1.5254], [1.6214, -2.5475, -5.7017], [-5.2370, -4.3379, 1.0081], [-2.4840, -0.0887, 3.3078], [-1.0191, 2.8614, -1.5687], [-4.2344, 3.0145, -3.1001], [2.7810, -3.2175, 0.8440], [-2.6464, 2.5171, -4.4562], [-0.8308, -2.6875, -0.8263], [1.8173, -2.9085, 0.4019], [-1.7320, 0.2657, -3.3031], [0.7615, -6.3865, -0.1555], [2.9047, 2.1284, -5.6007], [5.7152, 1.6290, -0.9898], [-0.2648, -4.8852, 5.4834], [2.4454, -1.8916, -3.8190], [-3.1261, 0.3174, 6.6166], [4.1872, 4.2144, -1.7933], [-5.0841, 1.2090, -0.3582], [5.1509, 7.7275, 1.1813], [3.2415, 1.9718, -4.5733], [0.7177, -8.6816, -0.3656], [-1.6323, -0.1280, -4.4982], [-1.3870, -1.4852, -6.8059], [-0.7466, 4.4474, -0.8813], [0.0897, -0.4651, -1.2078], [0.1123, -4.0485, 4.9089], [1.3077, -7.7287, 0.1126], [-4.4799, -1.0604, 1.3056], [-6.3741, -2.5241, 0.8165], [-1.7346, -3.7796, 3.8724], [-3.5033, 0.7049, -1.7169], [-4.8993, 2.6407, -1.9443], [1.0507, -1.9048, 3.4266], [-3.0547, -2.6659, 1.5422], [1.2971, 1.1009, 2.2454], [0.7758, 5.4617, 0.9501], [0.5191, -2.9478, -7.4972], [-3.2053, 1.2531, 1.7750], [2.7073, 4.0316, -0.2669], [3.9363, 2.7816, -4.3389], [5.8490, -0.0250, -0.3964], [-2.4024, 0.0792, -5.2498], [1.4624, -5.2914, 0.2580], [1.5745, -1.7148, 0.2493], [1.4109, -3.5973, 5.0984], [1.8763, -2.5164, 4.3629], [-6.2939, 3.7209, -1.2797], [2.4743, -3.1630, -5.9516], [2.8678, 2.2761, 3.8565], [0.5833, -1.0854, -4.1156], [-2.4605, -0.3187, 4.6820], [-0.3355, 2.8183, 0.5049], [-6.0807, -4.9859, 0.8076], [-4.5482, 1.4899, -1.2553], [2.8845, -2.1498, 4.5121], [-0.4659, -0.9750, -4.9426], [-3.2226, -0.1947, -1.1795], [-0.4505, -6.2661, -0.8550], [-4.5119, 3.9216, -3.6185], [-0.9747, -5.0314, -1.1034], [-3.1994, 2.2176, -3.5746], [3.1565, 8.7933, 2.1856], [1.3834, 1.1057, -3.8431], [1.7386, 5.9588, 0.9933], [-3.9016, 1.8471, 3.7010], [1.4829, 2.8440, -3.6324], [-1.8996, -1.1514, 5.0902], [-4.4180, 2.2393, 5.7470], [1.5535, 2.5230, 0.2119], [-0.3552, 3.4489, 1.4003], [2.1405, 1.6963, 1.8804]],
  "forces_ev_per_a": [[-0.03, -0.03, -0.05], [-0.08, -0.10, 0.57], [-0.07, -0.02, 0.00], [0.02, 0.06, -0.05], [0.01, 0.07, 0.03], [-0.04, -0.04, 0.02], [0.01, 0.03, 0.03], [-0.08, 0.03, 0.00], [-0.01, 0.00, 0.00], [0.02, -0.02, 0.11], [0.01, -0.01, 0.05], [0.08, -0.03, -0.04], [0.05, -0.01, 0.01], [0.02, -0.04, -0.03], [0.23, 0.62, 0.38], [0.03, -0.03, -0.03], [-0.07, -0.02, 0.00], [-0.01, -0.04, -0.03], [0.00, 0.01, 0.00], [0.60, -0.12, 0.27], [0.06, -0.02, 0.02], [-0.01, 0.04, -0.05], [0.16, 0.03, -0.02], [0.24, -0.32, -0.03], [-0.03, -0.09, 0.08], [0.08, -0.01, -0.01], [0.00, 0.01, 0.00], [0.50, -0.63, -0.21], [0.01, 0.01, -0.03], [0.00, -0.02, -0.01], [-0.08, -0.27, -0.18], [0.07, -0.03, 0.05], [0.00, 0.00, 0.00], [0.05, 0.05, 0.00], [-0.02, -0.09, -0.15], [0.17, 0.09, 0.02], [-0.15, 0.08, 0.00], [-0.05, 0.02, -0.04], [-0.01, 0.01, 0.01], [-0.05, -0.09, 0.02], [0.03, 0.02, 0.00], [0.02, 0.04, -0.01], [-0.04, -0.01, -0.02], [-0.24, 0.02, -0.41], [0.00, 0.01, 0.01], [-0.12, 0.32, 0.00], [-0.01, 0.00, 0.00], [0.05, -0.04, -0.09], [0.05, 0.05, 0.07], [-0.03, 0.01, -0.01], [-0.12, 0.17, 0.03], [0.03, -0.05, 0.04], [0.07, -0.08, 0.01], [-0.01, -0.02, 0.08], [0.00, -0.02, 0.00], [-0.56, -2.12, 0.28], [-0.46, -0.23, -0.23], [-0.75, 0.42, -0.32], [0.25, -0.75, 0.19], [-0.02, -0.01, 0.01], [-0.01, -0.01, -0.03], [0.02, 0.00, 0.01], [-0.02, -0.05, 0.01], [0.00, 0.01, 0.00], [-0.02, -0.04, 0.03], [0.00, 0.02, 0.00], [0.01, -0.01, -0.01], [-0.05, 0.02, -0.15], [0.01, -0.05, 0.14], [0.40, -0.40, -0.09], [0.01, -0.01, -0.01], [0.02, -0.01, 0.04], [-0.39, 3.16, -1.48], [-0.01, 0.04, -0.04], [-0.14, 0.56, -0.39], [0.05, 0.02, 0.01], [-0.01, -0.01, 0.00], [0.05, 0.03, -0.02], [-0.07, 0.18, -0.05], [0.10, -0.04, -0.08], [0.02, -0.08, 0.02], [-0.22, 0.08, 0.05], [0.01, 0.02, 0.04], [0.02, -0.01, -0.01], [-0.01, 0.01, 0.00], [0.01, -0.06, -0.01], [0.13, 0.60, 0.13], [-0.05, 0.02, 0.05], [-0.03, -0.01, -0.02], [0.03, -0.02, -0.05], [-0.18, 0.32, -0.08], [1.66, -1.36, 1.50], [-0.02, -0.01, 0.00], [-0.06, -0.02, -0.03], [-0.12, 0.10, 0.05], [-0.02, 0.00, -0.03], [0.00, -0.01, -0.02], [-0.11, -0.12, -0.42], [-0.06, 0.00, 0.00], [-0.49, 0.14, -0.07], [0.00, 0.00, -0.01], [0.08, -0.12, 0.04], [0.00, 0.00, -0.01], [-0.35, 0.42, 0.34], [0.04, -0.01, -0.07], [-0.16, 0.12, -0.09], [0.00, 0.00, 0.00], [0.11, -0.08, 0.12], [-0.14, 0.22, 0.04], [0.00, 0.00, 0.00], [0.05, 0.00, 0.02], [-0.10, 0.02, 0.05], [0.05, -0.08, 0.02], [0.02, 0.01, -0.08], [0.01, -0.02, -0.05], [0.00, -0.01, 0.00], [0.26, -0.20, 0.02], [-0.20, 0.01, -0.01], [0.06, -0.12, 0.30]],
  "total_energy_ha": -9505.32710,
  "relative_energy_ev": 0.658,
  "molar_mass_g_mol": 1276.82,
  "gap_ev": 7.07,
  "total_charge": 0,
  "e_lumo_ev": -0.7
}